Density functional theory data (wB97M-V/def2-TZVPD) for a 5-piece molecular cluster, C5H21N2O5 overall.

Structure (XYZ):
```
33
Properties=species:S:1:pos:R:3
N -1.3089 0.1368 1.5501
C -1.3129 0.2918 0.0513
C 0.1165 -0.0907 -0.4677
C -0.0498 -1.4655 -1.2045
C 1.1042 -2.4098 -1.0570
C -1.4726 1.8682 -0.2924
N -1.0981 2.1128 -1.5667
O -1.5649 2.7065 0.5637
H -1.4475 -0.8994 1.6825
H -0.4568 0.4343 2.1117
H -2.1342 0.6817 1.7917
H -2.1408 -0.3475 -0.3172
H 0.8406 -0.2872 0.4345
H 0.7156 0.5467 -1.1255
H -1.0210 -1.8928 -0.8407
H -0.3615 -1.2143 -2.2739
H 1.5587 -2.3741 -0.0348
H 1.9340 -2.1903 -1.7518
H 0.8952 -3.5008 -1.2285
H -0.7542 2.9971 -1.9283
H -1.0432 1.4597 -2.3125
H 0.3602 2.3224 3.4850
H 0.9261 1.5347 2.3037
O 0.3895 1.4164 3.1662
H 1.5844 1.1138 -3.8865
H 0.5090 0.0909 -3.7829
O 1.0255 0.6635 -3.2205
H -1.2936 -3.5144 1.4350
H -0.7248 -3.1140 2.6810
O -0.7575 -2.7928 1.7754
H 2.6851 1.4295 1.8996
H 2.2965 2.5962 1.1049
O 2.0011 1.6906 1.2551
```

Output
Net charge: +1
HOMO level, Ha: -0.489
Orbital gap, eV: 10.8
Total energy, Eh: -688.5804

***

Density functional theory data (wB97M-V/def2-TZVPD) for C43H33GeIrN5O2 as an isolated structure.

Structure (XYZ):
```
85
Properties=species:S:1:pos:R:3
Ir -0.5415 0.0308 0.3925
O 1.4384 -1.1058 -3.1185
C 0.6250 -0.6782 -2.3449
N 0.3534 -1.1576 -1.0585
C 0.6640 -2.4349 -0.6482
O 1.3483 -3.2654 -1.1957
C -0.0343 -2.7749 0.6582
C 0.0807 -4.0291 1.2199
C -0.5966 -4.2935 2.4004
C -1.3737 -3.3007 2.9738
C -1.4429 -2.0627 2.3613
N -0.7783 -1.8135 1.2303
C 0.2852 1.7329 -1.9047
C 1.0611 2.7089 -2.5099
C 1.5017 3.7932 -1.7730
C 1.1496 3.8875 -0.4381
C 0.4295 2.8560 0.1295
N 0.0346 1.7866 -0.5772
H 0.7005 -4.7591 0.7193
H -0.5188 -5.2658 2.8683
H -1.9158 -3.4678 3.8933
H -2.0158 -1.2389 2.7662
H 1.2953 2.6264 -3.5603
H 2.1006 4.5616 -2.2441
H 1.4475 4.7275 0.1723
H 0.1691 2.8500 1.1776
C 2.9703 -0.5932 4.4717
C 1.8249 -0.1323 5.1089
C 0.7486 0.3496 4.3839
C 0.8070 0.3858 2.9859
C 1.9718 -0.0554 2.3466
C 3.0342 -0.5497 3.0857
N -0.2745 0.8445 2.2241
N -1.2321 1.5017 2.8838
C -2.3386 1.5705 2.0864
C -3.4896 2.2825 2.4511
C -4.5773 2.3029 1.5972
C -4.5382 1.6243 0.3815
C -3.3956 0.9153 0.0133
C -2.2967 0.8714 0.8544
H 3.8040 -0.9729 5.0470
H 1.7637 -0.1545 6.1901
H -0.1455 0.7015 4.8770
H 2.0531 0.0033 1.2670
H 3.9233 -0.8900 2.5700
H -3.5056 2.8105 3.3960
H -5.4668 2.8541 1.8757
H -5.3931 1.6471 -0.2824
H -3.3760 0.3924 -0.9391
C -0.2778 0.5409 -2.6274
Ge -0.9044 0.7767 -4.5119
C -0.0722 -0.4820 -5.7403
C -0.5292 -1.7988 -5.6919
C 0.0315 -2.7801 -6.4939
C 1.0600 -2.4570 -7.3671
C 1.5226 -1.1520 -7.4308
C 0.9617 -0.1745 -6.6205
C -0.8522 2.6779 -4.9634
C -0.0410 3.2727 -5.9274
C -0.0216 4.6522 -6.0930
C -0.8143 5.4610 -5.2927
C -1.6375 4.8850 -4.3345
C -1.6552 3.5078 -4.1761
C -2.8044 0.3196 -4.3909
C -3.7079 0.9085 -5.2760
C -5.0583 0.5927 -5.2343
C -5.5299 -0.3234 -4.3039
C -4.6447 -0.9258 -3.4225
C -3.2941 -0.6041 -3.4690
H -1.2157 0.3243 -2.1099
H -1.3403 -2.0686 -5.0245
H -0.3327 -3.7977 -6.4352
H 1.5027 -3.2216 -7.9925
H 2.3279 -0.8936 -8.1068
H 1.3623 0.8288 -6.6753
H 0.5849 2.6679 -6.5694
H 0.6130 5.0937 -6.8510
H -0.7962 6.5359 -5.4190
H -2.2660 5.5079 -3.7108
H -2.3073 3.0746 -3.4236
H -3.3582 1.6334 -6.0031
H -5.7442 1.0639 -5.9269
H -6.5839 -0.5671 -4.2668
H -5.0035 -1.6429 -2.6949
H -2.6229 -1.0965 -2.7701
```

Output
Net charge: 0
Multiplicity: 2
<S²>: 0.777
HOMO level (alpha / beta), Ha: -0.220 / -0.279
Orbital gap (alpha / beta), eV: 5.6 / 7.2
Total energy, Eh: -4263.9344

***

Density functional theory data (wB97M-V/def2-TZVPD) for one molecule with the formula C3H2ClN3.

Structure (XYZ):
```
9
Properties=species:S:1:pos:R:3
C 1.0242 -0.3593 0.0464
C 0.3195 0.8317 0.0522
C -1.1144 0.5714 -0.0487
H 0.7707 1.7871 0.0729
H -1.7627 1.4006 0.1190
N -1.6006 -0.5782 -0.2214
N -0.8161 -1.6492 -0.0530
N 0.4692 -1.5946 0.1438
Cl 2.7101 -0.4095 -0.1112
```

Output
Net charge: 0
Structure (SMILES): Clc1ccnnn1
HOMO level, Ha: -0.376
Orbital gap, eV: 9.9
Total energy, Eh: -739.8964

***

Density functional theory data (wB97M-V/def2-TZVPD) for C3H9Cl2N2O5Sn as an isolated structure.

Structure (XYZ):
```
22
Properties=species:S:1:pos:R:3
Sn 2.7779 -1.2329 1.8826
O 1.5057 -0.1011 0.6231
H 0.7326 -0.1529 0.0279
C -1.5826 0.7505 -2.0180
N -0.6079 0.8413 -0.9004
O 0.4707 1.4705 -1.0848
O -0.9298 0.2963 0.1130
H -2.3042 1.5335 -1.7848
H -2.0073 -0.2533 -2.0169
H -1.1015 0.9127 -2.9825
C -0.8225 0.2905 2.2087
N 0.5812 0.5248 2.5573
O 1.2402 -0.4196 3.0455
O 0.9750 1.6653 2.3262
H -1.5050 1.0458 2.5981
H -1.0923 -0.7409 2.4360
H -0.9095 0.3330 1.1230
C 0.9042 -1.3809 -1.4465
Cl -0.3423 -1.4352 -2.7429
Cl 2.4695 -1.1730 -2.2316
H 0.7044 -0.4763 -0.8720
H 0.8433 -2.2980 -0.8607
```

Output
Net charge: +1
HOMO level, Ha: -0.501
Orbital gap, eV: 8.3
Total energy, Eh: -1739.3718